Record 1
DFT (ωB97M-V/def2-TZVPD) results for a 2-piece molecular cluster, C5H7NO overall.

Last column: natural (NBO) charge in e.
Geometry (Å):
O (1.671, -0.780, -0.703)  -0.435
N (0.983, 2.110, -1.132)  -0.276
C (-2.063, -0.254, -0.054)  -0.420
C (2.042, -0.089, 0.522)  -0.157
C (0.787, 0.078, -0.197)  0.334
C (-1.002, -0.867, 0.544)  -0.444
C (0.136, 1.281, -0.929)  -0.057
H (-0.757, -0.633, 1.579)  0.217
H (-2.487, -0.632, -0.981)  0.208
H (-2.591, 0.563, 0.429)  0.207
H (-0.979, 1.125, -1.049)  0.191
H (2.835, 0.640, 0.392)  0.216
H (-0.641, -1.824, 0.171)  0.224
H (2.067, -0.717, 1.410)  0.193

Results
E: -324.49416 hartree
Net charge: 0
Highest occupied orbital energy (spin up / spin down): -0.2988 / -0.3205 Ha
HOMO-LUMO gap (spin up / spin down): 7.828 / 8.299 eV
Energy above the lowest of the compared OMol25 structures with the same formula, charge and spin: 604.7 kJ/mol

---

Record 2
DFT (ωB97M-V/def2-TZVPD) results for C3H9PS3 as an isolated structure in a non-equilibrium geometry.

Last column: natural (NBO) charge in e.
Geometry (Å):
S (1.755, -1.466, 0.491)  -0.105
S (-1.832, -1.737, 1.052)  -0.256
S (-1.118, -1.116, -2.158)  -0.453
P (-0.665, -0.677, -0.339)  0.911
C (-0.793, 1.123, 0.140)  -0.734
C (-2.139, 1.548, 0.725)  -0.619
C (1.251, -3.217, 0.250)  -0.740
H (0.964, -3.294, -0.822)  0.237
H (0.380, -3.291, 1.005)  0.202
H (-0.047, 1.482, 0.767)  0.250
H (-0.592, 1.539, -0.808)  0.246
H (2.124, -3.748, 0.551)  0.237
H (-2.766, 2.292, 0.127)  0.233
H (-1.093, -2.766, 0.633)  0.150
H (-1.969, 2.062, 1.755)  0.229
H (-2.737, 0.612, 0.736)  0.214

Results
E: -1655.58404 hartree
Net charge: 0
Highest occupied orbital energy: -0.3218 Ha
HOMO-LUMO gap: 7.766 eV
Energy above the lowest of the compared OMol25 structures with the same formula, charge and spin: 199.9 kJ/mol

---

Record 3
DFT (ωB97M-V/def2-TZVPD) results for one molecule with the formula C3H5N3O in a non-equilibrium geometry.

Last column: natural (NBO) charge in e.
Geometry (Å):
O (0.326, 0.266, 2.188)  -0.334
N (-1.392, -0.902, -0.750)  -0.851
N (1.397, 0.909, -1.122)  -0.841
N (1.132, 0.829, 1.281)  -0.061
C (0.746, 0.502, 0.069)  0.227
C (-0.465, -0.284, 0.111)  0.007
C (-0.903, -0.520, 1.328)  0.086
H (-2.042, -0.294, -1.211)  0.387
H (2.389, 0.701, -1.089)  0.380
H (1.311, 1.912, -1.251)  0.378
H (-1.070, -1.704, -1.254)  0.384
H (-1.430, -1.416, 1.700)  0.238

Results
SMILES: Nc1conc1N
E: -356.69521 hartree
Net charge: 0
Highest occupied orbital energy: -0.3462 Ha
HOMO-LUMO gap: 10.272 eV
Energy above the lowest of the compared OMol25 structures with the same formula, charge and spin: 425.8 kJ/mol

---

Record 4
DFT (ωB97M-V/def2-TZVPD) results for one molecule with the formula C7H12.

Last column: natural (NBO) charge in e.
Geometry (Å):
C (2.447, 0.321, -0.739)  -0.605
C (-0.601, 1.134, 0.746)  -0.399
C (0.252, -0.166, 0.523)  -0.200
C (1.114, -0.422, -0.712)  -0.396
C (-2.031, -0.487, -0.427)  -0.427
C (-1.858, 0.270, 0.850)  -0.225
C (-1.041, -0.979, 0.591)  -0.222
H (-2.665, 0.404, 1.565)  0.216
H (2.997, 0.107, -1.663)  0.209
H (0.866, -0.336, 1.416)  0.202
H (-0.618, 1.890, -0.050)  0.198
H (-1.141, -1.966, 1.034)  0.216
H (-2.939, -1.076, -0.519)  0.222
H (0.544, -0.197, -1.623)  0.196
H (2.302, 1.406, -0.679)  0.202
H (-1.688, -0.041, -1.360)  0.202
H (1.312, -1.504, -0.742)  0.201
H (3.086, 0.020, 0.101)  0.200
H (-0.341, 1.624, 1.687)  0.211

Results
SMILES: CC[C@H]1C[C@H]2C[C@@H]12
E: -273.85855 hartree
Net charge: 0
Highest occupied orbital energy: -0.3528 Ha
HOMO-LUMO gap: 10.817 eV
Energy above the lowest of the compared OMol25 structures with the same formula, charge and spin: 131.3 kJ/mol

---

Record 5
DFT (ωB97M-V/def2-TZVPD) results for C25H22CoF5N7S5 as an isolated structure.

Last column: natural (NBO) charge in e.
Geometry (Å):
Co (0.508, -0.684, -0.850)  0.919
S (5.024, -0.479, -0.888)  0.473
S (0.378, 3.603, -2.471)  0.487
S (-0.419, -0.844, -3.399)  -0.262
S (0.301, 3.405, 1.445)  -0.265
S (-3.192, -1.996, -3.758)  0.305
F (2.166, -5.140, -3.140)  -0.301
F (-0.582, -5.760, 0.624)  -0.300
F (-0.700, -3.136, 0.996)  -0.344
F (0.849, -6.809, -1.441)  -0.295
F (2.070, -2.514, -2.807)  -0.337
N (-1.415, -0.855, -0.613)  -0.205
N (-2.168, 3.383, 2.517)  -0.602
N (-0.735, 4.611, 3.618)  -0.602
N (0.582, 1.314, -1.416)  -0.484
N (2.495, -0.427, -0.876)  -0.472
N (0.356, -0.232, 1.255)  -0.474
N (-2.315, -1.293, -1.508)  -0.446
C (3.500, -1.161, -0.482)  0.119
C (1.432, -4.629, -2.140)  0.233
C (-0.369, 0.310, 3.869)  -0.178
C (-0.879, 3.806, 2.533)  0.285
C (-2.014, 4.904, 4.253)  -0.223
C (-1.766, 2.090, -1.497)  -0.658
C (1.857, 1.702, -1.780)  0.094
C (-0.019, -3.569, -0.095)  0.339
C (1.938, 2.920, -2.363)  -0.423
C (-2.879, 3.747, 3.735)  -0.222
C (-0.932, -0.290, 1.623)  0.169
C (0.595, -2.663, -0.940)  -0.432
C (1.335, -3.262, -1.950)  0.348
C (0.771, -5.484, -1.278)  0.265
C (4.258, 0.882, -1.579)  -0.420
C (-2.441, -2.107, -5.384)  -0.757
C (1.267, 0.110, 2.157)  0.059
C (-1.907, -1.320, -2.772)  -0.102
C (2.918, 0.754, -1.463)  0.112
C (-1.327, -0.024, 2.932)  -0.248
C (3.440, -2.441, 0.282)  -0.674
C (-1.869, -0.648, 0.576)  -0.003
C (-0.304, 2.220, -1.723)  0.138
C (0.960, 0.383, 3.478)  -0.200
C (0.042, -4.945, -0.239)  0.240
H (4.813, 1.708, -1.992)  0.250
H (-3.245, -2.401, -6.058)  0.224
H (-2.410, 5.871, 3.932)  0.192
H (-2.399, 2.573, 1.967)  0.418
H (-1.936, 1.793, -0.464)  0.233
H (-3.899, 4.059, 3.524)  0.212
H (-1.930, 4.900, 5.338)  0.209
H (-2.375, -0.099, 3.199)  0.219
H (-0.650, 0.513, 4.895)  0.217
H (-1.652, -2.856, -5.401)  0.230
H (2.288, 0.179, 1.799)  0.196
H (1.740, 0.657, 4.174)  0.216
H (-2.921, -0.813, 0.786)  0.205
H (3.597, -3.299, -0.373)  0.253
H (-2.280, 3.031, -1.689)  0.226
H (-2.902, 2.918, 4.449)  0.188
H (-2.029, -1.150, -5.691)  0.236
H (4.215, -2.445, 1.049)  0.231
H (0.058, 5.226, 3.658)  0.418
H (-2.164, 1.316, -2.155)  0.263
H (2.812, 3.430, -2.730)  0.247
H (2.464, -2.548, 0.747)  0.262

Results
Spin multiplicity: 2
E: -5222.22657 hartree
Net charge: 0
Highest occupied orbital energy (spin up / spin down): -0.2564 / -0.2641 Ha
HOMO-LUMO gap (spin up / spin down): 6.784 / 7.014 eV
Energy above the lowest of the compared OMol25 structures with the same formula, charge and spin: 0.0 kJ/mol

---

Record 6
DFT (ωB97M-V/def2-TZVPD) results for one molecule with the formula C3H7NO2S in a non-equilibrium geometry.

Last column: natural (NBO) charge in e.
Geometry (Å):
S (-2.701, 0.141, 0.372)  1.510
O (-3.281, 0.825, -0.729)  -0.928
O (-2.001, -1.417, -0.021)  -0.717
N (1.325, 0.115, -0.166)  -0.808
C (-0.591, -1.410, -0.254)  -0.080
C (-0.998, 0.846, 0.432)  -0.681
C (-0.033, 0.003, -0.510)  -0.074
H (-0.482, 0.891, 1.419)  0.223
H (-0.039, -1.785, 0.671)  0.176
H (1.820, 0.833, -0.492)  0.364
H (-0.506, -2.065, -1.164)  0.209
H (1.441, 0.227, 0.907)  0.344
H (-1.136, 1.835, -0.086)  0.251
H (-0.126, 0.331, -1.575)  0.211

Results
E: -721.86659 hartree
Net charge: 0
Highest occupied orbital energy: -0.3460 Ha
HOMO-LUMO gap: 10.176 eV
Energy above the lowest of the compared OMol25 structures with the same formula, charge and spin: 252.2 kJ/mol